DFT (ωB97M-V/def2-TZVPD) results for a structure of composition C41H56BCl2N13O2PbS3.

The HOMO energy comes out at -6.216 eV. For the energy above the lowest of the compared OMol25 structures with the same formula, charge and spin, the calculation gives 48.39 kJ/mol. For the total energy, the calculation gives -130366.6470 eV. The lowest unoccupied orbital energy comes out at -0.0431 Ha. As for the spin multiplicity: 1. The orbital gap is 5.044 eV.

CARTESIAN COORDINATES (ANGSTROEM)
Pb1 1.331 -1.421 -1.826
C1 0.071 3.698 -2.343
C2 -0.415 2.819 -1.241
C3 -1.626 3.017 -0.640
C4 -2.032 2.154 0.411
N1 -1.301 1.142 0.770
N2 -0.095 0.950 0.226
B1 0.725 -0.069 0.880
N3 2.007 0.451 1.390
N4 1.913 1.701 1.830
C5 2.946 2.311 2.319
C6 4.210 1.663 2.377
C7 4.328 0.382 1.917
C8 5.613 -0.364 1.879
C9 3.163 -0.269 1.402
S1 3.151 -1.809 0.760
C10 2.654 3.723 2.782
C11 1.596 3.637 3.893
C12 3.889 4.448 3.307
C13 2.084 4.494 1.583
N5 0.035 -1.091 1.703
N6 -0.024 -0.690 2.980
C14 -0.803 -1.284 3.832
C15 -1.695 -2.304 3.399
C16 -1.586 -2.782 2.130
C17 -2.454 -3.865 1.599
C18 -0.572 -2.236 1.273
S2 -0.118 -3.076 -0.098
C19 -0.734 -0.805 5.271
C20 -1.333 0.605 5.351
C21 -1.489 -1.734 6.223
C22 0.741 -0.758 5.685
C23 0.412 1.762 -0.764
S3 1.939 1.493 -1.393
C24 -3.249 2.439 1.266
C25 -4.237 3.364 0.554
C26 -3.947 1.135 1.654
C27 -2.708 3.133 2.527
H1 0.687 4.500 -1.929
H2 -0.762 4.136 -2.887
H3 0.692 3.128 -3.028
H4 -2.262 3.821 -0.968
H5 5.077 2.179 2.756
H6 6.436 0.253 2.225
H7 5.807 -0.689 0.856
H8 5.542 -1.265 2.487
H9 2.000 3.120 4.762
H10 0.727 3.090 3.535
H11 1.287 4.635 4.199
H12 4.287 3.954 4.189
H13 3.616 5.462 3.585
H14 4.662 4.505 2.547
H15 1.175 4.014 1.230
H16 2.801 4.505 0.765
H17 1.860 5.521 1.865
H18 -2.448 -2.700 4.059
H19 -3.311 -4.030 2.244
H20 -1.876 -4.784 1.527
H21 -2.779 -3.616 0.592
H22 -2.370 0.605 5.019
H23 -0.762 1.283 4.723
H24 -1.301 0.966 6.377
H25 -2.560 -1.716 6.038
H26 -1.328 -1.409 7.247
H27 -1.135 -2.759 6.135
H28 1.295 -0.115 5.008
H29 1.177 -1.755 5.645
H30 0.835 -0.376 6.698
H31 -4.513 2.959 -0.417
H32 -3.816 4.357 0.423
H33 -5.137 3.466 1.153
H34 -4.403 0.682 0.777
H35 -4.726 1.332 2.387
H36 -3.230 0.434 2.075
H37 -2.174 4.043 2.259
H38 -2.023 2.473 3.053
H39 -3.526 3.396 3.192
C28 4.298 -4.703 -3.469
C29 3.031 -3.873 -3.370
O1 3.136 -2.713 -2.874
C30 1.880 -4.479 -3.859
C31 0.561 -4.013 -3.839
C32 -0.498 -4.875 -4.474
N7 0.163 -2.893 -3.276
N8 -1.149 -2.632 -3.319
C33 -1.675 -1.687 -2.597
O2 -1.054 -0.906 -1.798
C34 -3.149 -1.645 -2.682
C35 -3.819 -2.179 -3.779
C36 -5.200 -2.221 -3.792
C37 -5.922 -1.736 -2.713
C38 -5.259 -1.208 -1.617
C39 -3.878 -1.155 -1.604
H40 4.242 -5.524 -2.755
H41 5.161 -4.091 -3.228
H42 4.405 -5.117 -4.469
H43 2.012 -5.458 -4.301
H44 -0.064 -5.764 -4.921
H45 -1.031 -4.303 -5.233
H46 -1.223 -5.160 -3.711
H47 -3.241 -2.554 -4.608
H48 -5.722 -2.633 -4.644
H49 -7.001 -1.776 -2.730
H50 -5.831 -0.847 -0.773
H51 -3.330 -0.752 -0.764
N9 0.775 0.782 -7.242
N10 0.555 0.640 -5.916
N11 -0.409 1.270 -5.293
C40 -0.289 0.796 -4.061
N12 0.716 -0.070 -3.976
N13 1.234 -0.164 -5.163
H52 0.511 1.707 -7.557
H53 1.717 0.493 -7.490
H54 -0.917 1.058 -3.240
Cl1 4.057 0.973 -4.734
C41 4.116 -0.748 -5.125
Cl2 3.564 -1.040 -6.770
H55 3.462 -1.285 -4.433
H56 5.153 -1.079 -5.064

Atom charges from the Mulliken analysis, given in e for atoms 1 to 99: 1.95, -1.94, -0.03, -1.05, 0.18, -0.32, 1.26, -3.41, 0.48, 0.47, -0.22, -0.79, 0.15, -1.92, 1.17, -0.28, 2.38, -1.50, -2.35, -1.49, 0.59, -0.63, -0.05, -0.67, 0.46, -1.91, 1.26, -0.43, 2.36, -1.14, -2.27, -1.61, 1.80, -0.13, 2.21, -2.24, -1.36, -1.50, 0.31, 0.47, 0.30, 0.54, 0.59, 0.39, 0.36, 0.35, 0.38, 0.06, 0.43, 0.44, 0.40, 0.49, 0.07, 0.39, 0.48, 0.43, 0.43, 0.37, 0.31, 0.35, -0.14, 0.47, 0.38, 0.45, 0.46, 0.11, 0.42, 0.45, 0.45, 0.35, 0.46, 0.12, 0.53, 0.04, 0.36, 0.08, 0.47, -1.71, 0.74, -0.67, -1.11, 0.76, -1.41, 0.62, -0.36, -0.18, 0.28, -0.30, -0.38, -0.84, -0.48, -1.01, 0.42, 0.36, 0.35, 0.40, 0.24, 0.44, 0.26


DFT (ωB97M-V/def2-TZVPD) results for the molecule C2H6N4O2.

The HOMO energy comes out at -8.288 eV. For the energy above the lowest of the compared OMol25 structures with the same formula, charge and spin, the calculation gives 347.48 kJ/mol. For the total energy, the calculation gives -12223.0507 eV. The lowest unoccupied orbital energy comes out at 0.0324 Ha. As for the spin multiplicity: 1. The orbital gap is 9.170 eV. As for the SMILES: NN1N[C@]1(N)OC=O.

CARTESIAN COORDINATES (ANGSTROEM)
N1 -0.977 0.451 -1.588
N2 0.112 0.195 -0.765
N3 0.707 1.266 -0.198
C1 0.094 0.353 0.702
N4 -1.110 0.705 1.298
O1 0.915 -0.576 1.305
C2 1.116 -1.651 0.329
O2 2.181 -2.223 0.277
H1 -1.363 -0.441 -1.902
H2 -0.632 0.931 -2.422
H3 1.727 1.248 -0.165
H4 -1.314 0.346 2.221
H5 -1.618 1.487 0.901
H6 0.162 -2.092 0.007

In elementary charge units, the Mulliken charges are: -0.78, 0.15, -0.66, 0.88, -0.50, -0.40, 0.26, -0.45, 0.22, 0.28, 0.31, 0.23, 0.20, 0.28


DFT (ωB97M-V/def2-TZVPD) results for a structure of composition C48H46AsCsN6O12P2S.

The HOMO energy (alpha / beta) comes out at -0.243 / -0.242 eV. For the energy above the lowest of the compared OMol25 structures with the same formula, charge and spin, the calculation gives 142.92 kJ/mol. For the total energy, the calculation gives -174830.2333 eV. Its charge is -2. The lowest unoccupied orbital energy (alpha / beta) comes out at 0.1197 / 0.1197 Ha. As for the spin multiplicity: 1. The orbital gap (alpha / beta) is 3.499 / 3.498 eV.

CARTESIAN COORDINATES (ANGSTROEM)
Cs1 11.736 15.118 17.489
S1 15.424 16.378 17.280
C1 16.994 15.423 17.715
C2 17.756 15.774 18.800
C3 18.932 15.051 19.153
C4 19.150 13.855 18.470
C5 18.434 13.546 17.318
C6 17.290 14.266 17.011
As1 16.002 13.803 15.603
C7 15.625 11.819 15.345
C8 15.690 10.883 16.397
C9 15.839 9.520 16.101
C10 15.851 9.092 14.782
C11 15.726 10.007 13.773
C12 15.561 11.363 14.043
C13 17.096 14.517 13.879
C14 18.440 14.374 13.475
C15 18.827 14.895 12.237
C16 17.964 15.569 11.399
C17 16.648 15.765 11.817
C18 16.243 15.330 13.067
H1 17.537 16.713 19.314
H2 19.621 15.427 19.896
H3 19.997 13.167 18.753
H4 18.888 12.848 16.636
H5 15.628 11.256 17.407
H6 15.912 8.771 16.947
H7 15.937 8.039 14.567
H8 15.901 9.730 12.700
H9 15.328 12.132 13.300
H10 19.101 13.904 14.207
H11 19.908 14.809 12.020
H12 18.236 15.997 10.443
H13 15.931 16.322 11.227
H14 15.264 15.616 13.501
C19 13.877 16.407 27.504
O1 13.636 15.204 28.307
C20 12.508 14.525 28.050
C21 11.252 15.126 28.409
C22 10.100 14.483 27.987
C23 10.226 13.403 27.061
C24 11.426 12.637 26.979
C25 12.564 13.242 27.457
N1 9.295 13.522 26.102
N2 9.545 12.895 24.980
C26 10.063 13.608 23.954
C27 10.531 14.929 24.015
C28 10.779 15.604 22.855
C29 10.537 15.015 21.516
O2 10.348 15.647 20.458
C30 10.483 13.537 21.536
N3 10.680 12.990 20.345
C31 10.566 11.652 20.156
C32 10.112 10.895 21.256
C33 10.019 11.442 22.537
C34 10.165 12.809 22.732
H15 14.740 16.904 27.960
H16 13.002 17.106 27.571
H17 14.083 16.151 26.474
H18 11.258 16.103 28.902
H19 9.095 14.808 28.173
H20 11.394 11.652 26.486
H21 13.580 12.795 27.454
H22 10.652 15.427 24.959
H23 11.126 16.618 22.835
H24 10.891 11.298 19.170
H25 9.792 9.832 21.103
H26 9.743 10.750 23.328
C35 7.574 14.368 13.165
C36 8.259 14.876 14.424
O3 7.869 16.270 14.707
P1 10.156 14.776 14.200
O4 10.599 13.317 14.255
O5 10.508 15.430 12.785
O6 10.653 15.714 15.258
P2 7.857 13.905 15.947
O7 6.308 13.442 16.072
O8 8.209 14.587 17.255
O9 8.525 12.514 15.682
H27 7.586 15.212 12.420
H28 6.542 14.127 13.406
H29 8.116 13.510 12.790
H30 8.581 16.662 15.290
H31 9.410 12.583 15.144
H32 10.797 16.346 12.836
H33 5.803 14.151 16.570
C37 14.423 12.395 20.422
O10 14.468 11.765 19.121
H34 13.550 12.106 21.010
H35 14.245 13.463 20.238
H36 15.360 12.232 21.002
H37 14.799 10.869 19.349
O11 14.592 16.295 18.394
O12 15.032 15.167 16.177
C38 9.899 8.252 15.774
C39 9.873 9.009 16.924
N4 10.665 10.070 17.028
C40 11.422 10.479 15.994
C41 11.446 9.826 14.756
C42 10.616 8.664 14.683
C43 12.224 10.439 13.636
C44 12.639 9.921 12.453
C45 12.431 8.575 11.940
C46 12.778 7.316 12.561
C47 12.359 6.205 11.829
N5 11.711 6.306 10.649
C48 11.530 7.498 10.143
N6 11.832 8.603 10.752
H38 9.343 7.305 15.705
H39 9.235 8.719 17.759
H40 11.967 11.403 16.218
H41 10.591 8.054 13.772
H42 12.543 11.459 13.950
H43 13.131 10.629 11.785
H44 13.280 7.294 13.538
H45 12.491 5.197 12.173
H46 11.015 7.513 9.137

Atom charges from the Mulliken analysis, given in e for atoms 1 to 99: 0.89, 0.16, -0.03, -0.44, -0.65, -0.60, -0.13, 0.06, 0.78, 0.08, 0.04, -0.43, -0.40, -0.54, -0.61, 0.04, -0.34, -0.34, -0.43, -0.44, -0.23, 0.36, 0.37, 0.31, 0.35, 0.36, 0.19, 0.46, 0.22, 0.43, 0.20, 0.28, 0.35, 0.37, 0.22, -0.70, -0.48, 0.13, -0.08, -0.71, 0.32, -0.65, -0.24, -0.84, -0.08, 0.39, -0.34, -0.99, 0.34, -0.67, -0.25, 0.02, -0.71, -0.53, -0.56, 1.05, 0.23, 0.29, 0.26, 0.43, 0.35, 0.36, 0.37, 0.45, 0.43, 0.71, 0.33, 0.44, -1.62, 0.86, -0.59, 0.36, -0.36, -0.51, -0.95, 0.91, -0.61, -0.66, -0.41, 0.33, 0.45, 0.31, 0.37, 0.38, 0.32, 0.37, -0.60, -0.38, 0.23, 0.15, 0.32, 0.23, -0.47, -0.29, -0.71, -0.49, -0.01, -0.83, 0.30